Record 1
DFT (ωB97M-V/def2-TZVPD) results for 2 unconnected molecules or ions with the total composition C3H6IP at a distorted geometry.

Properties
energy	-20594.423	eV
strongest force on any atom	4.91	eV Å⁻¹
HOMO-LUMO gap (spin up / spin down)	0.23495 / 0.23150	hartree

```
11
Properties=species:S:1:pos:R:3:forces:R:3:lowdin_charge:R:1
C -0.00127 1.06683 0.75544 -0.9 -1.4 -1.4 -0.021
C 0.03023 0.25526 -0.30302 1.1 -0.7 -0.6 -0.506
C 1.22567 -0.62645 -0.59332 -2.8 -2.6 3.1 -0.114
P -1.70560 -1.29235 0.54134 0.2 0.7 0.2 0.200
I -3.43776 0.24422 -0.12145 -0.2 -0.1 0.1 0.203
H 0.81661 1.02044 1.35055 2.2 0.1 2.3 0.040
H -0.78779 1.70751 0.95044 -1.4 1.2 0.4 0.023
H -0.68583 0.37377 -1.05088 -1.0 0.2 -1.3 -0.003
H 0.92108 -1.73514 -0.40041 0.3 1.6 -1.8 0.087
H 1.81889 -0.63434 0.27290 1.4 0.9 1.2 0.045
H 1.80575 -0.37975 -1.40158 1.0 0.2 -2.2 0.044
```
Forces are in eV/Å.



Record 2
DFT (ωB97M-V/def2-TZVPD) results for 3 unconnected molecules or ions with the total composition C4H14NO2 at a distorted geometry.

Properties
energy	-9951.709	eV
strongest force on any atom	4.49	eV Å⁻¹
HOMO-LUMO gap	0.39835	hartree
charge	+1

```
21
Properties=species:S:1:pos:R:3:forces:R:3:lowdin_charge:R:1
C -0.11718 -3.16318 0.82896 -1.9 1.1 -0.2 -0.126
C 0.38322 -2.02441 -0.10928 0.7 0.0 -0.7 -0.292
C -0.68015 -0.87215 -0.15517 -0.4 -1.4 -1.4 -0.139
C 0.61344 0.84163 -1.59888 -0.3 2.5 3.7 0.168
N -0.12964 0.47963 -0.61371 -0.3 -0.6 1.8 0.035
H 0.58942 -4.01045 0.70812 -0.9 0.3 0.3 0.074
H -0.14184 -2.76892 1.93900 -0.2 -1.1 -2.2 0.107
H -1.24940 -3.40076 0.38598 3.0 0.1 1.7 0.137
H 1.39993 -1.64275 0.22539 -1.2 -0.4 -0.5 0.121
H 0.46326 -2.49054 -1.16054 0.2 0.9 1.5 0.127
H -1.46659 -1.28719 -0.88744 0.9 1.3 1.1 0.153
H -1.14047 -0.79429 0.84921 0.3 0.6 -0.7 0.124
H 0.98163 1.84528 -1.18913 0.1 -1.1 -2.5 0.137
H 0.88718 0.30491 -2.47192 0.1 -0.5 -0.5 0.118
H -0.19063 1.24664 0.14197 0.0 -1.6 -1.3 0.149
H 0.66780 1.70872 2.62337 -1.1 -0.9 0.1 0.041
H 1.64304 2.65147 2.40183 0.4 0.7 -1.0 0.064
O 0.96008 2.21551 1.86865 0.5 0.1 0.7 -0.052
H -1.94404 3.73630 -1.30797 1.7 -1.2 -0.7 0.094
H -0.51161 4.06859 -0.99049 -0.4 -1.3 -1.0 0.077
O -1.01747 3.35594 -1.48797 -1.2 2.5 1.8 -0.116
```
Forces are in eV/Å.